Entry 1:
{
  "formula": "HN2O2S",
  "method": "ωB97M-V/def2-TZVPD",
  "spin_multiplicity": 1,
  "e_above_lowest_kj_mol": 228.6,
  "energy_ha": -658.37804,
  "max_force_ha_per_bohr": 0.2068,
  "charge": 1,
  "e_lumo_ha": [-0.327, -0.327],
  "symbols": ["N", "N", "O", "O", "S", "H"],
  "xyz": [[0.531, 0.883, -1.049], [1.493, 1.232, -1.450], [-1.302, -0.717, 0.147], [0.784, -0.276, 1.451], [-0.589, 0.483, 0.797], [-0.917, -1.605, 0.103]],
  "forces_ev_per_angstrom": [[1.7934, 1.0261, -1.4046], [-1.1681, -0.4370, 0.2863], [-1.3592, 2.0233, 0.0286], [-7.1692, 4.7294, -2.8342], [7.1878, -6.9542, 3.6201], [0.7153, -0.3876, 0.3038]],
  "mulliken_charge": [0.20, -0.01, -0.30, -0.28, 0.96, 0.43]
}

***

Entry 2:
{
  "formula": "C26H39N5O2",
  "method": "ωB97M-V/def2-TZVPD",
  "smiles": "CCN(CC)CCCNC(=O)CCC(=O)Nc1ccc2nc(N3CCCCC3)cc(C)c2c1",
  "spin_multiplicity": 1,
  "e_above_lowest_kj_mol": 23.3,
  "energy_ha": -1438.47372,
  "max_force_ha_per_bohr": 0.0148,
  "e_lumo_ha": 0.018,
  "symbols": ["C", "H", "H", "H", "C", "N", "C", "C", "C", "N", "C", "O", "C", "H", "H", "C", "C", "O", "N", "C", "C", "C", "C", "N", "C", "N", "C", "H", "C", "C", "C", "H", "H", "C", "H", "H", "H", "H", "H", "H", "H", "C", "C", "C", "H", "H", "H", "H", "C", "C", "H", "H", "H", "H", "H", "H", "H", "H", "H", "H", "H", "H", "H", "C", "H", "H", "C", "H", "H", "H", "H", "H"],
  "xyz": [[-1.633, -2.444, 2.025], [-1.566, -2.353, 3.106], [-2.590, -2.902, 1.784], [-1.599, -1.448, 1.594], [-0.469, -3.305, 1.522], [-0.269, -3.406, 0.090], [0.395, -2.290, -0.552], [1.839, -2.125, -0.058], [2.746, -1.584, -1.159], [4.046, -1.234, -0.624], [4.746, -0.162, -1.035], [4.390, 0.545, -1.961], [5.986, 0.146, -0.204], [6.838, 0.285, -0.871], [6.200, -0.673, 0.483], [5.742, 1.443, 0.593], [4.374, 1.340, 1.258], [4.215, 0.832, 2.347], [3.379, 1.824, 0.467], [2.001, 1.588, 0.580], [1.245, 1.666, -0.570], [-0.125, 1.374, -0.551], [-0.735, 1.019, 0.681], [-2.035, 0.689, 0.784], [-2.793, 0.664, -0.297], [-4.072, 0.222, -0.131], [-5.125, 0.398, -1.102], [-5.798, -0.464, -1.017], [-5.911, 1.682, -0.817], [-6.485, 1.624, 0.597], [-5.368, 1.357, 1.605], [-4.673, 2.198, 1.617], [-5.781, 1.241, 2.608], [-4.598, 0.095, 1.214], [-5.264, -0.774, 1.237], [-3.760, -0.070, 1.890], [-7.223, 0.820, 0.653], [-6.992, 2.561, 0.835], [-5.237, 2.537, -0.906], [-6.711, 1.797, -1.550], [-4.725, 0.405, -2.114], [-2.265, 1.010, -1.574], [-0.955, 1.368, -1.710], [-0.394, 1.731, -3.049], [0.418, 1.056, -3.317], [-1.162, 1.671, -3.817], [0.003, 2.745, -3.033], [-2.894, 0.993, -2.450], [0.055, 0.986, 1.849], [1.394, 1.258, 1.803], [1.999, 1.208, 2.693], [-0.426, 0.724, 2.778], [1.728, 1.925, -1.501], [3.655, 2.117, -0.463], [6.509, 1.549, 1.360], [5.779, 2.301, -0.078], [4.366, -1.771, 0.166], [2.859, -2.330, -1.954], [2.324, -0.676, -1.599], [2.209, -3.101, 0.263], [1.870, -1.442, 0.793], [0.423, -2.523, -1.621], [-0.140, -1.338, -0.429], [-1.375, -3.951, -0.671], [-1.863, -4.700, -0.042], [-0.945, -4.475, -1.536], [-2.427, -2.961, -1.191], [-1.988, -2.273, -1.910], [-2.861, -2.377, -0.386], [-3.222, -3.513, -1.689], [0.458, -2.920, 1.948], [-0.603, -4.328, 1.894]],
  "forces_ev_per_angstrom": [[0.2915, -0.1362, -0.1555], [-0.0429, 0.0309, 0.1573], [-0.1468, -0.0106, -0.0228], [-0.0881, 0.0954, 0.0065], [-0.1140, -0.0731, 0.0799], [0.0210, -0.0151, -0.0834], [0.2471, -0.1738, 0.1806], [-0.0965, 0.1438, -0.2157], [-0.2160, 0.0377, -0.0512], [-0.1380, -0.2653, 0.1471], [0.4865, -0.4216, 0.2179], [-0.0376, 0.3793, -0.3600], [-0.1069, 0.1429, -0.1083], [-0.0566, -0.0829, 0.0031], [0.0383, 0.0092, 0.0068], [-0.0844, -0.1620, 0.0960], [0.4849, 0.3508, -0.1150], [-0.0481, -0.2139, 0.2378], [-0.0774, 0.4033, -0.2876], [-0.2503, -0.0966, -0.1931], [0.1824, 0.0083, 0.1770], [-0.2373, -0.0738, 0.4971], [0.3925, 0.2221, -0.4526], [-0.5968, 0.0771, -0.1157], [0.6096, -0.1162, 0.4423], [-0.2339, -0.2273, -0.0016], [-0.0827, 0.3105, -0.3235], [0.0419, 0.0298, -0.0792], [-0.1292, -0.2661, 0.0276], [0.1958, 0.2343, -0.0011], [-0.1316, -0.2421, -0.0844], [0.0547, 0.0451, 0.0632], [0.0316, 0.0306, 0.0696], [0.0611, 0.0961, 0.4666], [0.0143, -0.0074, 0.0113], [-0.2050, -0.1042, -0.0379], [-0.0834, -0.0190, 0.0102], [-0.0820, -0.0405, 0.0085], [0.0232, 0.0514, -0.0638], [0.0049, 0.0470, -0.0578], [-0.0332, -0.0906, 0.0420], [0.1770, 0.1255, -0.1997], [-0.2699, -0.0606, 0.0359], [-0.0735, -0.0318, 0.0523], [0.0926, -0.0064, -0.0620], [-0.0036, 0.0068, -0.0469], [0.0694, 0.0551, -0.0513], [-0.0194, 0.0056, -0.0783], [0.1034, 0.0324, -0.1542], [-0.0307, -0.0250, 0.1895], [0.0159, 0.0045, 0.0419], [-0.0653, -0.0278, 0.1076], [0.0890, -0.0055, -0.1271], [0.0992, -0.1236, 0.1973], [-0.1045, 0.0546, -0.0211], [0.0277, -0.0116, -0.0033], [0.1060, 0.1589, -0.0198], [-0.0918, 0.0972, 0.0135], [0.0280, -0.1173, -0.0119], [-0.0123, -0.0466, 0.0805], [0.0693, 0.0036, 0.0561], [-0.0455, 0.0717, -0.0705], [0.0059, 0.0060, -0.1231], [-0.0518, 0.0302, -0.1549], [0.0125, -0.0743, -0.0405], [-0.1191, -0.0584, 0.0449], [0.2164, -0.1845, 0.1734], [0.0086, 0.1169, -0.0998], [-0.1047, 0.1166, 0.0729], [-0.1171, -0.0194, -0.0932], [0.0326, -0.0775, 0.0773], [0.0931, 0.0775, 0.0761]],
  "mulliken_charge": [-0.86, 0.53, 0.34, 0.14, -0.84, 0.21, -0.27, -0.78, -0.89, -0.04, 0.38, -0.66, -0.59, 0.36, 0.26, -0.75, 0.53, -0.66, -0.12, 0.37, -0.48, 0.93, -1.19, -0.22, 0.88, 0.38, -1.04, 0.45, -0.53, -0.79, -0.72, 0.30, 0.41, -0.72, 0.40, 0.31, 0.30, 0.38, 0.26, 0.41, 0.40, -1.39, 1.35, -2.14, 0.38, 0.34, 0.39, 0.22, -0.33, -0.81, 0.48, 0.51, 0.40, 0.30, 0.42, 0.29, 0.30, 0.37, 0.10, 0.51, 0.38, 0.64, -0.07, -0.96, 0.46, 0.33, -0.48, 0.18, -0.14, 0.53, 0.30, 0.35]
}

***

Entry 3:
{
  "formula": "C17H40I3N4O5P",
  "method": "ωB97M-V/def2-TZVPD",
  "spin_multiplicity": 1,
  "energy_ha": -2501.24347,
  "max_force_ha_per_bohr": 0.0227,
  "e_lumo_ha": -0.004,
  "symbols": ["C", "C", "I", "C", "I", "C", "O", "C", "O", "I", "P", "N", "H", "H", "H", "H", "H", "H", "H", "C", "C", "C", "O", "C", "N", "H", "H", "H", "H", "H", "H", "H", "H", "H", "H", "H", "C", "C", "C", "O", "C", "N", "H", "H", "H", "H", "H", "H", "H", "H", "H", "H", "H", "C", "C", "C", "O", "C", "N", "H", "H", "H", "H", "H", "H", "H", "H", "H", "H", "H"],
  "xyz": [[3.374, -1.634, -0.508], [2.237, -0.855, -1.083], [2.795, 1.125, -1.392], [1.014, -1.330, -1.344], [-0.436, -0.113, -2.241], [0.586, -2.754, -1.076], [1.129, -3.260, 0.150], [1.401, -4.554, 0.307], [1.097, -5.180, 1.250], [2.599, -5.541, -1.189], [-1.258, -2.942, -0.772], [-1.832, -2.115, 0.423], [3.265, -1.719, 0.566], [4.314, -1.155, -0.724], [3.391, -2.630, -0.916], [0.883, -3.363, -1.924], [-1.406, -4.323, -0.589], [-1.900, -2.709, -1.983], [-1.132, -1.565, 0.902], [-2.434, 5.661, -0.328], [-2.190, 4.229, 0.133], [-0.840, 4.015, 0.826], [0.272, 3.963, -0.045], [0.812, 5.213, -0.418], [-2.395, 3.317, -0.996], [-1.861, 5.895, -1.225], [-3.486, 5.798, -0.571], [-2.165, 6.379, 0.449], [-2.951, 3.989, 0.881], [-0.866, 3.039, 1.318], [-0.670, 4.769, 1.608], [0.743, 5.935, 0.402], [0.319, 5.632, -1.300], [1.863, 5.054, -0.657], [-2.339, 2.359, -0.663], [-1.604, 3.419, -1.626], [2.145, 3.077, 6.235], [2.148, 4.429, 5.530], [0.922, 5.297, 5.842], [-0.255, 4.902, 5.168], [-0.992, 3.858, 5.775], [2.326, 4.217, 4.092], [1.446, 2.384, 5.768], [3.134, 2.625, 6.176], [1.876, 3.177, 7.288], [3.019, 4.984, 5.891], [1.123, 6.313, 5.495], [0.740, 5.346, 6.924], [-0.943, 3.921, 6.866], [-0.648, 2.870, 5.460], [-2.030, 3.972, 5.464], [2.449, 5.114, 3.633], [1.448, 3.861, 3.724], [-1.884, -4.628, -5.127], [-0.564, -5.047, -4.491], [0.024, -6.348, -5.045], [-0.622, -7.518, -4.595], [-1.767, -7.911, -5.327], [-0.729, -5.095, -3.034], [-2.712, -5.239, -4.768], [-2.109, -3.593, -4.872], [-1.842, -4.711, -6.213], [0.170, -4.264, -4.708], [1.056, -6.433, -4.695], [0.047, -6.325, -6.143], [-1.648, -7.691, -6.392], [-2.677, -7.428, -4.964], [-1.876, -8.987, -5.202], [0.165, -5.252, -2.588], [-1.269, -5.927, -2.810]],
  "forces_ev_per_angstrom": [[-0.1746, -0.2000, 0.1040], [-0.3704, 0.0298, -0.0642], [-0.1111, 0.3042, -0.0692], [0.3962, 0.4433, 0.2489], [0.0278, 0.0138, -0.1201], [-0.6483, 0.1122, -0.4998], [0.3533, 0.1615, 0.0525], [-0.0211, -0.0033, -0.2375], [-0.0760, -0.2743, 0.6649], [0.0562, 0.1479, -0.1866], [-0.5014, 0.5338, 0.9085], [0.3570, -0.1246, -0.3937], [0.0416, 0.0220, 0.3141], [0.2670, 0.0697, -0.0525], [0.0823, -0.4672, -0.1607], [0.1285, -0.2931, -0.0950], [0.2461, -0.2107, -0.2125], [0.0532, -0.2354, -0.3134], [-0.1127, 0.1186, 0.2451], [-0.0055, 0.0226, 0.0163], [-0.0245, 0.0408, -0.0758], [-0.0337, -0.0933, 0.1387], [0.0511, 0.0497, -0.0847], [0.0480, -0.0609, -0.0062], [0.0978, -0.0598, 0.1176], [0.0355, -0.0079, -0.0100], [-0.0218, -0.0133, -0.0319], [0.0084, -0.0003, 0.0055], [0.0016, -0.0020, 0.0490], [0.0367, -0.0334, -0.0288], [-0.0626, 0.0386, -0.0290], [-0.0045, 0.0285, 0.0030], [-0.0260, 0.0235, 0.0364], [0.0138, -0.0010, 0.0002], [-0.0803, -0.0119, -0.0185], [0.0040, 0.0273, -0.0459], [0.0237, 0.0112, 0.0371], [-0.0258, -0.1138, -0.0054], [0.0716, 0.0617, 0.0254], [-0.1032, -0.0624, -0.0324], [-0.0338, 0.0603, -0.0467], [-0.0597, 0.1422, 0.0205], [-0.0383, -0.0016, -0.0167], [0.0202, -0.0113, -0.0323], [-0.0090, 0.0038, 0.0063], [-0.0059, 0.0582, 0.0129], [-0.0087, 0.0070, -0.0189], [0.0243, -0.0402, 0.0081], [0.0050, -0.0181, 0.0239], [0.0308, -0.0006, 0.0372], [-0.0138, 0.0078, -0.0018], [0.0927, -0.0129, -0.0169], [0.0220, -0.0968, -0.0550], [0.0096, 0.0032, -0.0204], [-0.0386, 0.0826, 0.0604], [0.0981, 0.0426, -0.0570], [-0.1152, -0.0734, 0.0400], [0.0472, -0.0276, 0.0261], [-0.1190, 0.0150, -0.0419], [-0.0029, -0.0412, 0.0064], [-0.0045, 0.0152, 0.0334], [-0.0015, -0.0043, -0.0175], [0.0441, -0.0092, -0.0222], [0.0020, -0.0141, 0.0179], [-0.0183, 0.0356, -0.0067], [-0.0142, 0.0086, -0.0222], [0.0099, 0.0309, -0.0303], [-0.0011, -0.0179, 0.0059], [0.1702, -0.1511, -0.0965], [-0.0893, 0.0152, 0.0109]],
  "mulliken_charge": [-1.03, 0.13, 0.11, -0.57, 0.15, 0.07, -0.32, 0.59, -0.42, 0.00, 0.58, -0.85, 0.27, 0.54, 0.06, 0.34, 0.02, 0.05, 0.26, -1.45, 0.22, -0.45, -0.25, -0.73, -0.69, 0.28, 0.37, 0.34, 0.41, 0.29, 0.32, 0.31, 0.25, 0.25, 0.27, 0.31, -1.43, 0.35, -0.70, -0.34, -0.68, -0.68, 0.27, 0.35, 0.35, 0.42, 0.33, 0.40, 0.33, 0.24, 0.25, 0.28, 0.26, -1.61, 0.45, -0.71, -0.38, -0.65, -0.17, 0.32, 0.36, 0.39, 0.28, 0.30, 0.47, 0.30, 0.23, 0.26, -0.18, 0.30]
}

***

Entry 4:
{
  "formula": "CH5FN4",
  "method": "ωB97M-V/def2-TZVPD",
  "spin_multiplicity": 3,
  "e_above_lowest_kj_mol": 25.4,
  "energy_ha": -359.80678,
  "max_force_ha_per_bohr": 0.1877,
  "s2": 2.0064,
  "e_lumo_ha": [0.018, -0.054],
  "symbols": ["C", "N", "N", "N", "N", "F", "H", "H", "H", "H", "H"],
  "xyz": [[-1.993, 1.007, 0.104], [-0.938, 1.549, 0.292], [-3.159, 0.793, -0.109], [2.434, -0.658, -0.153], [1.523, 0.089, 0.105], [-0.532, -1.641, 0.179], [-0.091, 1.852, 0.480], [-3.461, 0.137, -0.780], [0.271, -1.145, 0.020], [2.497, -1.673, 0.161], [3.449, -0.310, -0.300]],
  "forces_ev_per_angstrom": [[3.2262, 2.4444, 0.1450], [-5.8546, -2.2011, -1.1324], [-1.5929, -0.3727, 0.4593], [7.8887, -5.2167, -1.9293], [-4.6237, 3.8500, 1.6714], [0.8835, 0.1374, -0.2182], [4.2948, 1.0233, 1.1086], [-0.3106, -0.7879, -0.5521], [-1.4164, -0.0834, 0.2020], [-0.4946, 1.4588, -0.0650], [-2.0005, -0.2521, 0.3106]],
  "mulliken_charge": [0.37, -0.30, -0.56, -0.22, -0.34, -0.40, 0.27, 0.25, 0.40, 0.28, 0.25]
}

***

Entry 5:
{
  "formula": "C6H13F2N2",
  "method": "ωB97M-V/def2-TZVPD",
  "spin_multiplicity": 3,
  "e_above_lowest_kj_mol": 454.2,
  "energy_ha": -545.13069,
  "max_force_ha_per_bohr": 0.2247,
  "s2": 2.0060,
  "charge": 1,
  "e_lumo_ha": [-0.109, -0.241],
  "symbols": ["C", "C", "C", "C", "C", "C", "N", "N", "F", "F", "H", "H", "H", "H", "H", "H", "H", "H", "H", "H", "H", "H", "H"],
  "xyz": [[0.498, -0.587, -0.193], [1.616, -1.259, -0.488], [-1.503, -1.554, 0.663], [-1.058, -1.639, -1.774], [1.016, 0.577, 1.927], [1.443, 1.763, -0.128], [-0.939, -0.802, -0.537], [0.594, 0.708, 0.534], [2.827, -0.757, -0.201], [1.780, -2.438, -0.945], [-2.465, -1.092, 0.673], [-1.655, -2.595, 0.533], [-0.980, -1.459, 1.612], [-1.044, -1.056, -2.744], [-0.242, -2.335, -1.779], [-1.916, -2.224, -1.719], [1.885, 0.031, 2.082], [0.943, 1.609, 2.348], [0.166, -0.030, 2.252], [0.820, 2.427, -0.833], [2.091, 2.331, 0.494], [2.046, 1.324, -0.861], [-0.440, 1.084, 0.496]],
  "forces_ev_per_angstrom": [[-9.9668, 5.5395, 1.8546], [8.1392, -2.2144, -2.3558], [-1.0181, 1.3960, -0.5828], [1.2116, 1.5844, -0.6621], [-3.5768, 1.0307, 1.0959], [-1.7633, 1.2525, -2.8859], [4.1918, -1.2521, 0.2730], [-1.0440, 0.6258, -1.3385], [-0.2807, 0.7157, 0.0968], [-0.7309, -2.4611, -0.0137], [-0.9492, -0.0700, 0.9607], [0.2411, -1.1588, -0.6873], [0.1061, 0.4724, -0.2336], [-0.0575, -0.3580, 1.3914], [0.3987, -0.4489, -0.3364], [-1.7611, -0.7053, 0.0315], [1.8474, -0.4857, -0.0579], [0.5042, -1.0895, 0.1218], [0.5089, 0.2193, 1.2199], [0.4697, -0.7396, 1.6789], [0.0140, 0.3216, 1.0239], [1.1727, -1.0777, -0.7684], [2.3430, -1.0968, 0.1741]],
  "mulliken_charge": [-0.12, 0.25, -0.86, -0.98, -0.82, -0.86, -0.02, 0.05, -0.23, -0.21, 0.39, 0.41, 0.25, 0.27, 0.41, 0.42, 0.31, 0.46, 0.26, 0.36, 0.41, 0.34, 0.51]
}